Formula: C3H13NO3
Source: the Open Molecules 2025 dataset
Level of theory: ωB97M-V with the def2-TZVPD basis set

DFT total energy (eV): -10951.5465
HOMO-LUMO gap (eV): 9.5310
HOMO (eV): -9.3
Molar mass (g mol⁻¹): 111.14
ΔE to the lowest compared entry with this formula, charge and spin (kJ/mol): 311.2
SMILES string: C=NCC.O.O.O

Last column: Mulliken charge in e.
Cartesian coordinates (Å):
C 0.199938 -2.223997 1.065595  -0.43
N 0.387919 -1.727025 -0.061294  -0.39
C -0.857348 -1.979600 -1.005435  -0.29
C -0.751600 -1.184547 -2.269032  -0.98
H -0.700543 -1.938826 1.682628  0.29
H 0.994864 -2.938278 1.488047  0.26
H -0.765737 -3.066615 -1.015643  0.32
H -1.874767 -1.845180 -0.571947  0.34
H -1.569531 -0.395397 -2.330555  0.27
H 0.170938 -0.538945 -2.373837  0.22
H -0.789426 -1.736978 -3.183477  0.29
O -1.938315 3.870517 -0.725196  -0.65
H -1.337054 4.233526 -0.042185  0.33
H -2.823381 3.927645 -0.287782  0.32
O 2.689591 0.030797 -0.495718  -0.64
H 1.855161 -0.491073 -0.370464  0.42
H 2.314809 0.804111 -0.836409  0.31
O 1.546279 2.835494 3.764824  -0.62
H 1.442423 2.183261 3.107151  0.30
H 1.805772 2.181105 4.460727  0.32

Atomic forces in eV per Å
0.618 -0.283 2.538
-1.456 -1.521 -2.655
0.499 0.895 1.752
-0.023 2.726 -0.676
0.168 -1.342 -0.624
-0.685 1.815 0.237
0.071 0.234 -1.086
0.712 0.337 0.401
0.762 -1.110 0.118
-0.659 -1.049 0.525
-0.165 -0.651 -0.445
-0.642 0.390 1.256
-0.415 -0.300 -0.621
1.066 -0.098 -0.626
-0.550 -2.060 0.883
1.096 -0.219 -0.024
-0.407 2.247 -0.929
0.593 -0.600 2.200
-0.429 -0.761 -2.132
-0.154 1.354 -0.093

Formula: C3H13NO3
Source: the Open Molecules 2025 dataset
Level of theory: ωB97M-V with the def2-TZVPD basis set

DFT total energy (eV): -10954.0339
HOMO-LUMO gap (eV): 9.0777
HOMO (eV): -8.3
Molar mass (g mol⁻¹): 111.14
ΔE to the lowest compared entry with this formula, charge and spin (kJ/mol): 71.2
SMILES string: C/C=C/N.O.O.O

Last column: Mulliken charge in e.
Cartesian coordinates (Å):
C 0.417540 2.629162 0.944193  -1.15
C 0.108189 1.172050 0.827398  0.11
C -1.138606 0.714379 0.735199  -0.22
N -1.417215 -0.576391 0.216834  -0.56
H 1.142127 2.965712 0.197352  0.28
H 0.855053 2.933417 1.896153  0.28
H -0.490612 3.198840 0.738845  0.32
H 0.896944 0.437377 0.712040  0.18
H -1.981815 1.380157 0.875874  0.29
H -2.330181 -0.995088 0.406431  0.23
H -0.811759 -1.304315 0.564934  0.14
O 1.000724 -2.981615 1.593328  -0.63
H 1.492195 -2.413359 0.987260  0.32
H 1.627647 -3.682254 1.782458  0.30
O -1.296517 -0.727669 -2.590396  -0.69
H -1.358814 -0.344340 -1.682330  0.40
H -1.372204 0.098368 -3.074492  0.36
O 1.620570 -0.802631 -1.335654  -0.59
H 2.269047 -0.946444 -2.036124  0.27
H 0.767685 -0.755354 -1.759305  0.35

Atomic forces in eV per Å
0.133 0.256 0.018
-0.331 -0.158 0.068
0.318 0.009 -0.434
-0.859 -0.822 0.609
-0.005 -0.285 -0.125
-0.179 -0.060 0.165
0.029 0.121 0.302
0.230 0.228 -0.128
-0.136 -0.073 -0.182
-0.007 0.883 0.016
0.786 0.062 -0.080
0.103 0.232 -0.177
-0.112 0.103 -0.108
-0.018 -0.216 0.135
0.195 1.012 0.591
-0.076 -1.067 0.110
0.005 -0.062 -0.769
0.888 -0.103 0.400
-0.276 0.016 0.105
-0.689 -0.077 -0.517

Formula: C3H13NO3
Source: the Open Molecules 2025 dataset
Level of theory: ωB97M-V with the def2-TZVPD basis set

DFT total energy (eV): -10953.1637
HOMO-LUMO gap (eV): 9.4972
HOMO (eV): -9.0
Molar mass (g mol⁻¹): 111.14
ΔE to the lowest compared entry with this formula, charge and spin (kJ/mol): 155.1
SMILES string: CNCCO.O.O

Last column: Mulliken charge in e.
Cartesian coordinates (Å):
C -0.424364 0.940328 -0.669977  -0.93
N -1.316285 0.121443 0.135911  -0.28
C -2.144300 -0.858930 -0.515664  -0.56
C -3.551543 -0.515887 -1.031786  -0.36
O -4.269750 0.289628 -0.086792  -0.52
H -1.077861 1.337061 -1.422569  0.36
H 0.048863 1.746694 -0.115111  0.29
H 0.352319 0.344013 -1.249916  0.29
H -0.731467 -0.293844 0.854152  0.20
H -2.121677 -1.798359 0.074331  0.41
H -1.572412 -1.026649 -1.522602  0.25
H -4.117862 -1.417332 -1.254473  0.31
H -3.346892 0.003174 -1.951469  0.22
H -3.622352 0.537540 0.582940  0.33
O 3.601275 1.425752 0.154479  -0.62
H 4.412472 1.525487 0.664190  0.31
H 2.961335 1.262843 0.861615  0.30
O 5.544891 -0.857393 1.951424  -0.61
H 5.016398 -1.651019 2.130097  0.31
H 6.359213 -1.114551 2.411221  0.31

Atomic forces in eV per Å
-0.196 -1.071 -1.308
0.337 0.763 1.936
1.961 -1.693 -2.584
0.681 0.923 1.548
0.056 -0.474 -0.518
-0.003 0.824 -0.580
-0.096 -0.105 0.108
-0.589 0.471 0.783
-0.640 -0.218 0.008
-0.139 0.571 -0.304
-0.889 -0.732 1.372
0.069 -0.113 0.060
-0.606 0.647 -0.525
0.068 0.209 0.001
-0.207 0.023 0.536
0.234 -0.086 -0.206
-0.036 0.002 -0.329
0.216 -0.799 0.549
-0.222 0.388 -0.316
0.002 0.470 -0.232

Formula: C3H13NO3
Source: the Open Molecules 2025 dataset
Level of theory: ωB97M-V with the def2-TZVPD basis set

DFT total energy (eV): -10954.2082
HOMO-LUMO gap (eV): 9.9888
HOMO (eV): -9.1
Molar mass (g mol⁻¹): 111.14
ΔE to the lowest compared entry with this formula, charge and spin (kJ/mol): 54.4
SMILES string: CNCCO.O.O

Last column: Mulliken charge in e.
Cartesian coordinates (Å):
C 1.033057 2.369398 1.322702  -1.01
N 0.646069 1.147477 0.604867  -0.37
C -0.147816 1.389347 -0.610872  -0.32
C 0.391081 0.554228 -1.745899  -0.60
O 0.431383 -0.817496 -1.280712  -0.60
H 0.213365 3.083235 1.419707  0.34
H 1.835880 2.831908 0.762160  0.32
H 1.355790 2.057764 2.319132  0.34
H 0.081643 0.530103 1.174514  0.17
H -1.215934 1.220703 -0.421321  0.26
H -0.125126 2.467261 -0.827678  0.43
H -0.285531 0.618784 -2.602290  0.35
H 1.378004 0.876905 -2.073326  0.25
H 0.880780 -0.674931 -0.429614  0.44
O -1.592636 -2.522326 -0.544820  -0.73
H -0.882564 -1.960300 -0.938702  0.46
H -2.364406 -1.987952 -0.776349  0.30
O -0.336359 -1.434983 1.869700  -0.64
H -0.966218 -1.964547 1.337386  0.34
H 0.186393 -2.134423 2.278370  0.29

Atomic forces in eV per Å
-0.298 -0.992 -0.109
-0.585 0.017 -0.339
0.172 1.199 0.480
-0.900 -0.506 -0.146
0.430 0.986 -0.322
-0.126 0.121 0.084
0.279 0.238 0.158
0.193 0.322 -0.132
0.335 0.046 0.451
0.088 -0.451 -0.166
0.279 -0.186 -0.320
0.096 -0.227 0.003
0.157 0.014 0.159
0.052 -0.512 0.173
0.008 0.710 -0.267
0.002 -0.380 0.250
-0.143 -0.362 0.167
-0.340 -0.750 -0.121
0.136 0.453 -0.157
0.168 0.261 0.153

Formula: C3H13NO3
Source: the Open Molecules 2025 dataset
Level of theory: ωB97M-V with the def2-TZVPD basis set

DFT total energy (eV): -10951.8166
HOMO-LUMO gap (eV): 9.3138
HOMO (eV): -8.5
Molar mass (g mol⁻¹): 111.14
ΔE to the lowest compared entry with this formula, charge and spin (kJ/mol): 285.1
SMILES string: C/C=C/N.O.O.O

Last column: Mulliken charge in e.
Cartesian coordinates (Å):
C -1.943188 -1.648904 -0.581206  -0.98
C -0.406912 -1.334673 -0.688451  -0.26
C 0.400449 -0.996953 0.353245  -0.01
N 1.832270 -0.670002 0.275805  -0.64
H -2.318267 -1.841495 -1.582595  0.29
H -2.429002 -0.770115 -0.018686  0.21
H -1.944051 -2.550204 0.127674  0.32
H -0.032856 -1.218126 -1.750791  0.25
H 0.176199 -1.658265 1.104138  0.23
H 2.252304 -1.010478 1.226224  0.32
H 2.245432 -1.129910 -0.554927  0.23
O 2.254556 0.905718 2.327794  -0.70
H 2.025705 0.769751 1.348329  0.46
H 3.059692 1.476973 2.450010  0.30
O -1.829962 2.047102 -1.750767  -0.64
H -2.229000 1.299171 -2.190471  0.32
H -1.273666 1.683211 -1.070223  0.37
O 0.200382 1.874646 0.324664  -0.58
H -0.690913 2.087315 0.052811  0.23
H 0.650826 2.685239 0.597422  0.28

Atomic forces in eV per Å
2.180 0.112 2.540
0.165 1.814 -1.312
1.226 -1.589 -3.612
-0.826 -1.540 1.441
-0.385 -0.097 0.342
0.356 -1.435 -1.188
-0.811 1.021 -1.204
-0.392 0.241 1.144
-0.934 -0.238 3.279
-0.614 0.553 -2.757
-0.094 0.473 0.935
0.718 0.825 -0.468
0.812 0.604 1.484
-1.345 -0.942 -0.632
-0.404 0.661 -0.244
-0.124 -0.320 -0.088
0.172 -0.799 -0.698
0.532 -0.182 0.131
0.221 0.886 1.018
-0.450 -0.051 -0.110

Formula: C3H13NO3
Source: the Open Molecules 2025 dataset
Level of theory: ωB97M-V with the def2-TZVPD basis set

DFT total energy (eV): -10951.4854
HOMO-LUMO gap (eV): 8.9150
HOMO (eV): -9.0
Molar mass (g mol⁻¹): 111.14
ΔE to the lowest compared entry with this formula, charge and spin (kJ/mol): 317.1
SMILES string: C=NCC.O.O.O

Last column: Mulliken charge in e.
Cartesian coordinates (Å):
C 1.065679 1.603978 -0.369995  -0.38
N -0.248221 1.349433 -0.216971  -0.41
C -1.151363 1.645922 -1.451954  -0.33
C -1.961261 0.388314 -1.878895  -0.97
H 1.549443 2.362313 0.151918  0.32
H 1.783128 1.341589 -1.234097  0.24
H -1.777167 2.482503 -1.098821  0.31
H -0.431464 1.788242 -2.272453  0.30
H -2.441004 -0.175500 -1.041484  0.22
H -2.727787 0.813270 -2.568986  0.32
H -1.387295 -0.206549 -2.496838  0.31
O -1.202360 -0.353604 1.918916  -0.61
H -0.778796 0.100622 1.198785  0.43
H -2.046164 -0.202227 1.652619  0.27
O 0.245647 -2.547063 0.606361  -0.67
H -0.535120 -2.572890 0.104668  0.28
H -0.057986 -2.098375 1.445480  0.36
O 3.044276 -1.047268 0.982360  -0.63
H 2.327796 -1.710505 0.855101  0.33
H 3.841123 -1.614312 0.966870  0.32

Atomic forces in eV per Å
-3.518 -1.426 -2.532
3.155 2.890 -1.077
1.649 -3.623 0.897
-2.040 2.625 0.961
0.972 0.179 2.865
-1.800 0.218 0.205
0.555 -0.289 -0.504
-0.688 0.954 0.056
0.405 0.536 -0.718
-0.010 -0.601 0.581
1.393 -1.586 -0.867
3.116 -1.140 1.346
1.274 0.805 -0.563
-4.413 0.382 -0.573
1.300 0.630 2.419
-1.543 -0.082 -1.191
0.349 -0.486 -1.188
0.031 -1.294 -0.172
0.306 0.712 0.005
-0.491 0.595 0.049